This record from OMol25 describes a structure of composition C5H14NO2P. The level of theory is ωB97M-V/def2-TZVPD.

Results
lowest unoccupied orbital energy (alpha / beta)	0.91 / -1.54	eV
energy above the lowest of the compared OMol25 structures with the same formula, charge and spin	97.4	kJ/mol

ORCA input file:
```
! RIJCOSX wB97M-V def2-TZVPD def2/J DEFGRID3
* xyz 0 3
C -0.845 0.346 -1.683
C -2.295 0.938 0.261
C 0.359 0.749 0.446
C -0.906 0.297 -0.193
C 1.442 -0.323 0.389
N 2.712 -0.012 0.434
O 2.635 -2.721 0.195
O 2.074 -1.561 -1.956
P 1.597 -1.804 -0.626
H -1.239 -0.567 -1.999
H -1.338 1.191 -2.104
H 0.265 0.278 -1.911
H -2.534 0.348 1.144
H -3.014 0.891 -0.537
H -2.162 1.974 0.486
H 0.737 1.535 -0.134
H 0.257 1.086 1.421
H -1.014 -0.717 0.133
H 0.793 -1.148 2.087
H 3.210 -0.697 -0.146
H 2.354 -2.875 1.120
H 3.162 0.856 0.650
H 0.457 -2.587 -0.535
*
```



This record from OMol25 describes a cluster of 2 separate species, C11H19BF2O3 in total. The level of theory is ωB97M-V/def2-TZVPD.

Results
lowest unoccupied orbital energy	0.62	eV
SMILES	O=C1OC[C@@H](F)O1.C=CB(CCC)CCCF

ORCA input file:
```
! RIJCOSX wB97M-V def2-TZVPD def2/J DEFGRID3
* xyz 0 1
O 0.366 -0.794 2.549
C 1.303 -1.061 3.220
O 2.391 -1.749 2.797
C 3.365 -1.739 3.840
C 2.509 -1.484 5.066
F 3.156 -0.754 6.004
O 1.442 -0.727 4.533
H 4.062 -0.914 3.685
H 3.904 -2.681 3.865
H 2.108 -2.384 5.537
C -3.226 0.039 0.981
C -2.024 -0.278 0.440
B -1.567 0.446 -0.851
C -0.026 0.797 -0.843
C 0.756 -0.536 -1.025
C 1.841 -0.485 -2.119
C -2.562 0.777 -2.037
C -2.283 2.012 -2.907
C -1.091 1.865 -3.860
F -0.710 0.537 -4.010
H -4.154 -0.047 0.420
H -3.304 0.373 2.016
H -1.346 -0.934 0.980
H 0.217 1.217 0.138
H 0.266 1.526 -1.597
H 0.051 -1.329 -1.299
H 1.177 -0.849 -0.071
H 2.056 0.545 -2.402
H 2.772 -0.929 -1.763
H 1.523 -1.020 -3.012
H -2.663 -0.108 -2.672
H -3.554 0.921 -1.597
H -3.166 2.189 -3.526
H -2.151 2.906 -2.293
H -1.324 2.265 -4.847
H -0.218 2.408 -3.495
*
```



Which molecular weight belongs to each record? In order, 151.15, 248.08 g mol⁻¹.
Which strongest force on any atom belongs to each record? In order, 4.0, 1.7 eV/A.